(P)
Density functional theory data (ωB97M-V/def2-TZVPD) for the molecule CH2F3NO2S.

Structure (ORCA input):
```
! RIJCOSX wB97M-V def2-TZVPD def2/J DEFGRID3
* xyz 0 1
N -0.24148 -0.04948 -0.10923
S 0.29316 -0.28499 -1.57548
O -0.84663 -0.72653 -2.26708
O 1.05380 0.85844 -1.91679
C 1.55346 -1.88392 -1.55499
F 0.87916 -2.65121 -0.75144
F 1.80050 -2.52119 -2.73894
F 2.76076 -1.66555 -1.07330
H 0.35107 0.32769 0.68929
H -1.08008 -0.52238 0.25800
*
```

Properties
SMILES = NS(=O)(=O)C(F)(F)F
HOMO-LUMO gap = 11.846 eV

---

(Q)
Density functional theory data (ωB97M-V/def2-TZVPD) for a cluster of 2 separate species, CH2F3NO2S in total.

Structure (ORCA input):
```
! RIJCOSX wB97M-V def2-TZVPD def2/J DEFGRID3
* xyz 0 1
C -1.81329 0.31460 0.86985
N 1.52862 -0.15979 -0.31488
O 1.33712 -0.57862 -2.77838
O -0.97322 -0.01972 0.00364
F -2.23804 -0.70227 1.75687
F 1.90706 1.14053 -0.59703
F 2.34059 -0.46445 0.73465
S 1.92512 -1.20367 -1.65723
H -2.76495 0.58873 0.34917
H -1.24901 1.08466 1.63332
*
```

Properties
HOMO-LUMO gap (spin up / spin down) = 9.049 / 7.272 eV

---

Energy ordering: (P) at the bottom, the next structure 6.939 eV above.

---

(P)
Density functional theory data (ωB97M-V/def2-TZVPD) for the molecule C7H10N2O2.

Structure (ORCA input):
```
! RIJCOSX wB97M-V def2-TZVPD def2/J DEFGRID3
* xyz 0 1
C 0.50666 -3.18252 0.16002
N -0.53563 -3.89585 0.21154
O -1.56874 -3.31958 0.72478
N -1.22347 -2.00405 1.30546
O -1.80324 -0.91878 0.75710
C -1.13568 -0.46064 -0.46235
C -1.32351 1.02510 -0.57022
C -0.34477 1.54749 0.42735
C 0.88052 0.64753 0.35738
C 0.37990 -0.68889 -0.20862
C 0.30049 -1.82611 0.78595
H 1.43146 -3.73720 -0.03900
H -1.60895 -0.84527 -1.31024
H -2.35286 1.18154 -0.22372
H -1.03058 1.48518 -1.51244
H -0.75757 1.66316 1.48907
H -0.02418 2.48082 0.10119
H 1.43717 1.22833 -0.40223
H 1.57521 0.58389 1.21436
H 1.04149 -1.12266 -0.95917
H 0.84377 -1.76590 1.78181
*
```

Properties
SMILES = C1=NON2O[C@H]3CCC[C@H]3[C@H]12
HOMO-LUMO gap = 9.930 eV

---

(Q)
Density functional theory data (ωB97M-V/def2-TZVPD) for the molecule C7H10N2O2.

Structure (ORCA input):
```
! RIJCOSX wB97M-V def2-TZVPD def2/J DEFGRID3
* xyz 0 1
C 0.71204 1.70354 0.24115
C 0.61295 -0.54088 2.97324
C 0.30344 -1.31994 -0.33007
C 1.12697 1.41005 1.57487
C -0.45640 -0.21848 -0.52129
C 1.78510 -1.35821 -0.13863
C -2.46644 0.62911 -1.45006
N 0.72142 0.44151 2.30986
N -0.03199 1.07566 -0.59195
O -0.25852 -2.56702 -0.47402
O -1.79320 -0.45234 -0.84823
H 1.03298 2.68234 -0.10316
H -0.15011 -0.88700 3.63108
H 1.72568 2.16000 2.07463
H -1.18526 -2.44104 -0.72049
H 2.21186 -0.36059 -0.16750
H 2.21700 -1.95604 -0.94244
H 2.04208 -1.83660 0.80458
H -2.47693 1.50035 -0.79056
H -3.48273 0.28449 -1.62915
H -1.99068 0.90952 -2.39446
*
```

Properties
HOMO-LUMO gap = 6.949 eV

---

Energy ordering: (Q) at the bottom, the next structure 1.556 eV above.

---

(P)
Density functional theory data (ωB97M-V/def2-TZVPD) for a structure of composition C42H42Li2O18S.

Structure (ORCA input):
```
! RIJCOSX wB97M-V def2-TZVPD def2/J DEFGRID3
* xyz 0 1
Li 39.33219 -13.83632 66.97436
Li 42.79631 -9.94284 68.43771
S 42.25856 -12.81991 67.16658
O 42.89379 -13.34470 66.00467
O 42.65362 -13.64048 68.32596
O 42.72626 -11.47982 67.23677
O 40.89691 -12.76473 67.02947
C 38.73728 -14.29166 72.70363
C 39.77195 -13.77722 71.78059
C 39.21824 -12.78812 70.89049
C 38.07634 -12.16828 71.06151
C 37.21026 -12.61443 72.04747
C 37.52139 -13.68085 72.87956
O 36.54544 -14.34548 73.66408
O 40.07274 -12.37063 69.98659
H 38.98738 -15.25713 73.41961
H 40.58582 -14.16317 71.57967
H 37.77978 -11.37372 70.53166
H 36.35764 -12.06652 72.00577
H 36.64091 -15.07436 74.38980
H 40.92282 -12.83366 69.98435
C 39.76360 -16.18395 63.61491
C 38.97986 -17.34290 63.95759
C 39.28600 -18.14536 65.00742
C 40.45918 -17.82446 65.83177
C 41.27470 -16.61613 65.55947
C 40.92685 -15.88751 64.41603
O 41.71945 -14.78519 64.12846
O 38.52054 -19.23691 65.30506
H 39.53419 -15.56590 62.78667
H 38.05105 -17.46542 63.21673
H 40.47948 -18.38377 66.70940
H 42.12325 -16.42212 66.17174
H 41.98453 -14.31173 64.93051
H 39.18773 -19.84349 65.68639
C 38.25506 -8.36919 66.61671
C 38.08759 -7.33475 65.58664
C 38.64748 -7.42448 64.35981
C 39.42580 -8.56472 64.02736
C 39.63773 -9.54655 65.04491
C 39.06500 -9.50980 66.36001
O 39.23669 -10.43006 67.34673
O 38.59299 -6.35014 63.45156
H 38.12655 -8.07956 67.56144
H 37.74041 -6.37352 65.90092
H 39.83727 -8.84068 63.08290
H 40.22104 -10.51717 64.92139
H 39.63026 -11.27517 67.02928
H 38.81773 -6.13265 62.56742
C 44.51960 -8.25474 64.57479
C 45.59880 -7.47963 64.82626
C 46.72639 -7.98865 65.50118
C 46.66726 -9.32304 65.91177
C 45.50660 -10.17572 65.65049
C 44.38335 -9.61007 65.06977
O 43.14334 -10.17015 65.20168
O 47.81156 -7.22352 65.82834
H 43.65481 -7.81477 63.97856
H 45.40097 -6.37889 64.50816
H 47.56252 -9.84163 66.37421
H 45.55577 -11.18194 66.17486
H 43.09491 -10.85119 65.76615
H 47.72948 -6.34344 65.70046
C 45.91731 -12.77635 68.64265
C 47.09067 -12.13718 68.29661
C 47.62998 -11.31600 69.26863
C 47.30843 -11.37261 70.65399
C 46.14097 -12.20498 70.89452
C 45.43006 -12.87201 69.94071
O 44.13020 -13.41632 70.40267
O 48.60030 -10.45067 68.97091
H 45.30148 -13.23124 67.97865
H 47.37885 -12.33915 67.13250
H 47.75278 -10.78612 71.28869
H 45.69875 -12.21184 71.91576
H 43.56371 -13.46310 69.46942
H 49.17968 -10.11445 69.57682
C 42.67646 -19.57957 69.18655
C 42.09947 -18.38660 69.60339
C 42.71169 -17.21503 69.25354
C 43.93490 -17.13643 68.54985
C 44.42415 -18.31039 68.08445
C 43.76952 -19.57970 68.26831
O 44.21515 -20.86035 67.75907
O 42.05498 -16.09024 69.63547
H 41.95591 -20.50943 69.53705
H 41.30719 -18.47434 70.07233
H 44.25760 -16.23315 68.53207
H 45.34341 -18.26023 67.59011
H 43.60008 -21.41387 68.17530
H 42.06755 -15.21580 69.30550
C 47.02894 -16.01682 63.23462
C 46.53368 -14.73659 63.60283
C 45.53014 -14.49870 64.55868
C 45.06580 -15.63477 65.23501
C 45.52478 -16.87007 65.00554
C 46.50094 -17.03791 63.97084
O 46.79931 -18.33533 63.69530
O 44.95968 -13.21969 64.73230
H 47.98951 -15.89533 62.56042
H 46.74261 -13.99935 62.89514
H 44.16508 -15.57938 65.84073
H 45.08428 -17.59148 65.48254
H 46.98245 -18.71263 62.81939
H 44.17119 -13.23590 65.24989
*
```

Properties
HOMO-LUMO gap = 5.844 eV

---

(Q)
Density functional theory data (ωB97M-V/def2-TZVPD) for a structure of composition C42H42Li2O18S.

Structure (ORCA input):
```
! RIJCOSX wB97M-V def2-TZVPD def2/J DEFGRID3
* xyz 0 1
Li -35.71795 -4.85659 49.50651
Li -30.29675 -5.92465 51.63961
S -33.03809 -4.13977 51.09303
O -32.77674 -2.82883 50.52240
O -31.87475 -4.87874 51.13479
O -33.75843 -4.12542 52.37568
O -33.97775 -4.89305 50.20490
C -32.07227 -2.11453 45.84426
C -32.62372 -2.10375 47.08523
C -34.06334 -2.01003 47.25871
C -34.82876 -1.93250 46.12016
C -34.29304 -1.79090 44.87246
C -32.94696 -1.84592 44.71072
O -32.31711 -1.48024 43.54979
O -34.57119 -1.88600 48.55868
H -30.95344 -2.20126 45.99724
H -31.94149 -2.22634 48.04138
H -35.91227 -1.93210 46.29468
H -34.99072 -1.52548 44.01418
H -32.68425 -0.88533 43.01517
H -33.79497 -2.25120 49.25445
C -32.61223 -1.11241 53.25689
C -32.07080 -0.73375 54.61828
C -31.81916 0.54537 54.90114
C -32.16841 1.52090 54.05579
C -32.62834 1.24556 52.67616
C -32.82366 -0.04176 52.32942
O -33.20658 -0.40791 51.10717
O -31.49333 0.76990 56.18259
H -32.88693 -2.21132 53.09139
H -31.99176 -1.68514 55.30839
H -32.05476 2.62873 53.99259
H -32.65685 1.99037 51.89310
H -33.18199 -1.31499 50.91397
H -32.19448 0.50039 56.76109
C -32.02945 -7.03122 46.57246
C -32.73185 -6.80806 47.75812
C -32.79675 -7.68919 48.79118
C -32.15812 -8.96589 48.70709
C -31.48619 -9.23277 47.45242
C -31.35896 -8.23675 46.40895
O -30.57405 -8.44685 45.32442
O -33.39685 -7.43329 49.99073
H -32.23463 -6.36580 45.96000
H -33.41286 -5.86168 47.87893
H -32.26559 -9.50833 49.53468
H -30.89636 -10.10107 47.45749
H -30.06642 -9.40636 45.57451
H -33.60828 -6.44644 50.06984
C -37.50883 -6.76698 54.55541
C -36.71737 -6.08716 53.66965
C -37.02832 -6.20197 52.32262
C -38.10482 -6.83110 51.81879
C -38.97495 -7.45555 52.68273
C -38.64444 -7.53114 53.98207
O -39.44185 -8.17663 54.89757
O -36.29632 -5.33148 51.45867
H -37.18384 -6.51869 55.53335
H -35.88609 -5.67112 54.17867
H -38.41654 -6.71309 50.88194
H -39.65395 -8.20731 52.33584
H -39.63983 -7.89700 55.70544
H -35.65163 -4.80662 51.82151
C -34.58572 -0.44499 56.73384
C -35.33594 -1.02255 55.61446
C -34.98813 -2.38274 55.17195
C -34.14515 -3.14512 55.96877
C -33.67273 -2.67213 57.21725
C -33.85537 -1.35067 57.56174
O -33.10624 -0.77888 58.53714
O -35.33895 -2.60945 53.83113
H -34.53913 0.55427 56.99403
H -35.86553 -0.47507 54.88973
H -33.97539 -4.06421 55.63057
H -33.16959 -3.38709 58.03723
H -32.67551 -1.44078 59.11317
H -34.64842 -3.23798 53.42999
C -31.50945 -4.90214 54.73284
C -30.46215 -4.81659 55.62894
C -30.35897 -5.81624 56.60895
C -31.34807 -6.89176 56.88049
C -32.36049 -6.85341 55.86454
C -32.51886 -5.91658 54.79539
O -33.51712 -6.06428 53.85858
O -29.20204 -5.86398 57.45111
H -31.39872 -4.09828 53.88225
H -29.60152 -4.29794 55.46834
H -31.30460 -7.44727 57.82491
H -33.34805 -7.73989 55.94381
H -33.58664 -5.28695 53.29918
H -28.63829 -5.31810 57.28693
C -28.01675 -1.66595 47.26496
C -28.73052 -1.39931 48.47938
C -29.66354 -2.38331 48.95869
C -29.90498 -3.54329 48.36020
C -29.12732 -3.88340 47.14059
C -28.18027 -2.93038 46.65778
O -27.41227 -3.22581 45.57614
O -30.43462 -2.03888 50.02603
H -27.36578 -1.11870 46.89623
H -28.61954 -0.45765 49.05444
H -30.42321 -4.25476 48.65363
H -29.28741 -4.77373 46.50325
H -26.70947 -2.69692 45.47675
H -31.33660 -2.53505 50.19437
*
```

Properties
HOMO-LUMO gap = 6.017 eV

---

Energy ordering: (Q) at the bottom, the next structure 0.223 eV above.

---

(P)
Density functional theory data (ωB97M-V/def2-TZVPD) for a structure of composition C2H4INS.

Structure (ORCA input):
```
! RIJCOSX wB97M-V def2-TZVPD def2/J DEFGRID3
* xyz 0 1
C 0.09283 -0.57969 -0.63104
C 0.60907 0.28811 0.56847
N 0.62393 -1.88370 -0.65283
S 2.39594 0.60701 0.59332
I 2.58613 -1.66414 -0.97539
H -1.00270 -0.85456 -0.40467
H 0.40172 -0.05332 -1.69067
H 0.16259 1.27426 0.66090
H 0.19769 -0.26901 1.46877
*
```

Properties
HOMO-LUMO gap (spin up / spin down) = 6.921 / 6.263 eV

---

(Q)
Density functional theory data (ωB97M-V/def2-TZVPD) for the molecule C2H4INS.

Structure (ORCA input):
```
! RIJCOSX wB97M-V def2-TZVPD def2/J DEFGRID3
* xyz 0 1
C 1.13931 -0.07653 0.18793
N -0.12522 0.57565 0.04446
C -1.20439 -0.21306 -0.20024
S -1.06246 -1.85563 -0.56675
I -3.17839 0.67565 -0.14326
H 0.89667 -1.08633 0.56752
H 1.77819 -0.12168 -0.74184
H 1.75213 0.54317 0.88475
H 0.00417 1.55878 -0.03256
*
```

Properties
SMILES = CNC(=S)I
HOMO-LUMO gap = 8.564 eV

---

Energy ordering: (Q) at the bottom, the next structure 3.337 eV above.